A single C4H7N3 molecule. Source: OMol25; level of theory: wB97M-V/def2-TZVPD.

The geometry in XYZ format:
```
14
Properties=species:S:1:pos:R:3
C -2.52 0.14 -0.18
C -1.07 -0.20 -0.06
C 0.05 0.59 -0.22
N 1.08 -0.24 0.07
C 2.49 0.06 0.19
N 0.64 -1.46 0.38
N -0.65 -1.44 0.30
H -3.06 -0.29 0.67
H -2.67 1.23 -0.17
H -2.97 -0.25 -1.09
H 0.18 1.62 -0.49
H 3.00 -0.88 0.39
H 2.67 0.76 1.01
H 2.87 0.50 -0.74
```

Properties
Energy   -320.85624 Ha
SMILES string   Cc1cn(C)nn1
Relative energy (zero: lowest compared OMol25 entry of this formula, charge and spin)   0.736 eV
LUMO   0.03214 hartree
Orbital gap   10.217 eV


A single C4H7N3 molecule. Source: OMol25; level of theory: wB97M-V/def2-TZVPD.

The geometry in XYZ format:
```
14
Properties=species:S:1:pos:R:3
N -0.75 0.23 2.38
C -0.50 0.09 1.00
C -0.69 -1.10 0.36
N -0.06 -1.01 -0.87
C 0.47 0.23 -1.01
N 1.16 0.53 -2.20
C 0.19 0.97 0.11
H -1.06 -0.67 2.73
H -1.37 0.97 2.68
H -1.40 -1.89 0.58
H 0.02 -1.76 -1.53
H 1.57 1.46 -2.15
H 1.92 -0.13 -2.37
H 0.45 2.01 0.27
```

Properties
Energy   -320.87336 Ha
SMILES string   Nc1c[nH]c(N)c1
Relative energy (zero: lowest compared OMol25 entry of this formula, charge and spin)   0.271 eV
LUMO   0.03821 hartree
Orbital gap   8.140 eV